Entry 1:
{
  "formula": "C6H14O",
  "method": "the ωB97M-V functional and the def2-TZVPD basis",
  "species": ["C", "C", "O", "C", "C", "C", "C", "H", "H", "H", "H", "H", "H", "H", "H", "H", "H", "H", "H", "H", "H"],
  "xyz": [[2.715777, 0.611300, 0.010117], [1.475269, -0.137263, 0.452155], [1.548681, -1.271587, 0.877282], [0.155692, 0.621024, 0.398181], [-1.095960, -0.269642, 0.394454], [-1.572562, -0.568098, -1.030174], [-2.222796, 0.368690, 1.205658], [3.040274, 1.280121, 0.816427], [2.525162, 1.228187, -0.873786], [3.517231, -0.101506, -0.193350], [0.161481, 1.267537, 1.291323], [0.158148, 1.309073, -0.458736], [-0.809777, -1.215076, 0.870398], [-2.449284, -1.225475, -1.017477], [-0.799243, -1.058501, -1.629764], [-1.863340, 0.357682, -1.544694], [-3.119935, -0.260102, 1.194479], [-2.498846, 1.348168, 0.793869], [-1.927159, 0.514142, 2.250880], [1.491974, -1.172537, -2.195711], [1.569220, -1.626146, -1.611529]],
  "forces_ev_per_a": [[0.0460, -0.0203, -0.0291], [0.0279, -0.1924, 0.1397], [-0.0502, 0.4317, -0.1454], [-0.0302, 0.0202, 0.0095], [-0.0062, -0.0231, 0.0381], [0.0131, -0.0199, -0.0594], [-0.0662, 0.0358, 0.0598], [-0.0814, -0.0707, -0.0826], [-0.0001, -0.1023, 0.1298], [-0.1012, 0.1045, 0.0554], [0.0192, -0.1089, -0.1233], [0.0214, -0.1184, 0.1237], [-0.0728, 0.1304, -0.0409], [0.1304, 0.0855, 0.0217], [-0.0985, 0.0830, 0.1199], [0.0523, -0.1082, 0.0872], [0.1232, 0.0815, -0.0010], [0.0387, -0.1238, 0.0409], [-0.0354, -0.0122, -0.1405], [0.0485, -0.0811, -0.0474], [0.0216, 0.0087, -0.1560]],
  "charge": 0,
  "total_energy_ha": -312.21590,
  "relative_energy_kj_mol": 102.7,
  "e_homo_ha": -0.35422,
  "homo_lumo_gap_ev": 10.65,
  "smiles": "CC(=O)CC(C)C.[H][H]",
  "multiplicity": 1,
  "max_force_ha_per_bohr": 0.0089
}


Entry 2:
{
  "formula": "C5H11NOS",
  "method": "the ωB97M-V functional and the def2-TZVPD basis",
  "species": ["C", "C", "S", "C", "N", "C", "C", "O", "H", "H", "H", "H", "H", "H", "H", "H", "H", "H", "H"],
  "xyz": [[0.573942, 0.661144, 1.624973], [0.422738, 0.025504, 0.216218], [1.954233, -0.991332, -0.447801], [-0.307190, 1.068984, -0.440572], [-0.836516, 2.203948, 0.309899], [-0.897082, -0.366562, -0.225495], [-1.990015, -0.662431, 0.618359], [-0.877598, -1.225018, -1.466029], [1.382031, 1.565264, 1.565858], [1.051462, -0.223394, 2.481267], [-0.488670, 0.940078, 1.940563], [2.281113, 0.321387, -1.149720], [-0.139970, 1.305579, -1.413595], [-0.279510, 3.037104, 0.719462], [-1.740768, 2.174405, 0.794821], [-2.119855, 0.021721, 1.423303], [-2.218984, -1.718269, 0.959151], [-2.994142, -0.368720, 0.072043], [0.061599, -1.181156, -1.430319]],
  "forces_ev_per_a": [[2.3313, -2.8455, 3.0355], [3.6365, -0.8925, 3.3485], [-0.8424, 4.6864, -0.8270], [-2.8312, 1.2378, 0.6777], [-0.0892, 2.5759, 0.2031], [0.4510, -0.4871, -3.0440], [-5.6296, -0.6559, 0.2083], [-1.0840, 2.2795, 2.7860], [-2.2529, -2.2026, 0.3122], [-1.4000, 2.7100, -2.5455], [2.4464, -0.2541, 0.2128], [-0.1109, -2.9117, 1.1516], [0.4315, 0.3731, -2.9162], [-0.8529, -2.5328, -1.3703], [0.7608, -0.4772, -0.7370], [0.4526, 0.2355, 1.1127], [0.9961, 1.1313, -0.4128], [1.7514, -0.7538, 0.4378], [1.8355, -1.2164, -1.6334]],
  "charge": 0,
  "total_energy_ha": -725.11700,
  "relative_energy_kj_mol": 545.8,
  "e_homo_ha": -0.33167,
  "homo_lumo_gap_ev": 9.44,
  "smiles": "C[C@]1(S)[C@H](N)[C@@]1(C)O",
  "multiplicity": 1,
  "max_force_ha_per_bohr": 0.1103
}


Entry 3:
{
  "formula": "C5H15N2O",
  "method": "the ωB97M-V functional and the def2-TZVPD basis",
  "species": ["C", "C", "C", "C", "C", "N", "N", "H", "H", "H", "H", "H", "H", "H", "H", "H", "H", "H", "H", "H", "H", "H", "O"],
  "xyz": [[-2.694725, 1.200225, -0.198805], [-1.214245, 1.518003, -0.475996], [-0.426690, 0.518371, -1.326685], [0.473174, -0.404868, -0.655175], [1.581848, -1.048432, -1.175719], [0.442381, -0.538971, 0.895688], [-0.540153, 2.012692, 0.776444], [-2.864183, 0.357737, 0.400641], [-3.441967, 1.242058, -0.999598], [-3.207905, 2.030950, 0.361122], [-1.208735, 2.534818, -1.094968], [-1.158119, -0.135318, -1.842397], [-0.023925, 1.141233, -2.276163], [1.809112, -2.022003, -0.785205], [1.888103, -1.183676, -2.243605], [0.002799, 1.270066, 1.166857], [1.246001, -0.999351, 1.505386], [-0.406684, -1.099815, 1.075564], [0.145252, 2.778750, 0.482821], [-1.072428, 2.284934, 1.617346], [3.771666, -3.683494, 0.853940], [3.723981, -4.187871, 2.332069], [3.175441, -3.586040, 1.606436]],
  "forces_ev_per_a": [[-0.8906, 2.4655, 0.4632], [-2.0953, 3.4508, -1.8854], [-0.8161, 1.5153, -2.2690], [6.0709, -2.2145, 2.1394], [-2.7698, -0.5862, -1.6211], [-0.8670, -0.7355, -0.2760], [1.4121, 1.9150, -0.2491], [-0.0334, -1.5641, 0.6362], [1.0205, -0.6965, -0.7318], [1.0564, -0.3527, 0.1092], [-0.3616, -2.2400, 1.0529], [-0.0808, 0.4405, 0.3573], [-0.0581, -1.7333, 2.3548], [0.7410, 0.1556, 1.4914], [-0.6189, 1.3748, 0.6343], [1.3213, -1.9399, 0.2537], [-1.7586, 1.0220, -2.7435], [0.5654, 0.3418, 0.3784], [-1.2373, -1.1308, 0.9477], [-0.5501, 0.4299, -1.0218], [-0.1070, 0.1163, -0.1492], [-2.3332, 2.3963, -2.6700], [2.3904, -2.4305, 2.7985]],
  "charge": 1,
  "total_energy_ha": -383.90831,
  "relative_energy_kj_mol": 374.7,
  "e_homo_ha": -0.46309,
  "homo_lumo_gap_ev": 9.35,
  "multiplicity": 1,
  "max_force_ha_per_bohr": 0.1324
}


Entry 4:
{
  "formula": "C19H15NPdS4",
  "method": "the ωB97M-V functional and the def2-TZVPD basis",
  "species": ["Pd", "S", "C", "C", "C", "C", "C", "C", "S", "C", "C", "C", "C", "C", "C", "C", "S", "C", "C", "C", "C", "C", "C", "S", "N", "H", "H", "H", "H", "H", "H", "H", "H", "H", "H", "H", "H", "H", "H", "H"],
  "xyz": [[-0.154115, 0.416092, -0.092929], [0.493649, 2.544211, 0.892569], [2.107099, 2.877438, 0.423333], [2.703135, 4.036693, 0.965745], [3.997436, 4.375628, 0.632196], [4.724344, 3.570062, -0.238187], [4.148936, 2.420862, -0.788795], [2.859053, 2.068074, -0.458738], [2.161702, 0.603696, -1.203128], [2.851697, -0.696727, -0.088926], [1.956362, -1.902250, -0.078168], [2.462670, -3.192645, -0.063764], [1.573900, -4.254376, -0.001836], [0.208022, -4.010768, 0.037676], [-0.230284, -2.698723, 0.008813], [-1.681589, -2.317717, -0.004536], [-1.959464, -0.912100, 1.163203], [-3.487775, -0.285961, 0.486598], [-4.670640, -0.774091, 0.995128], [-5.891034, -0.328608, 0.476065], [-5.915988, 0.608302, -0.551506], [-4.736449, 1.109780, -1.061156], [-3.495399, 0.679592, -0.544722], [-2.079386, 1.387991, -1.203949], [0.639447, -1.682161, -0.043981], [2.127722, 4.656042, 1.641633], [4.440955, 5.270358, 1.046535], [5.741078, 3.832734, -0.497775], [4.714891, 1.810648, -1.481236], [2.937705, -0.263281, 0.908119], [3.844914, -0.955760, -0.448633], [3.530576, -3.359735, -0.088732], [1.944810, -5.270534, 0.015231], [-0.498866, -4.827876, 0.075640], [-2.324110, -3.143035, 0.293187], [-1.977351, -1.976381, -0.997542], [-4.649104, -1.499282, 1.798525], [-6.814167, -0.719162, 0.882263], [-6.858863, 0.954413, -0.951895], [-4.745518, 1.848558, -1.852325]],
  "forces_ev_per_a": [[0.0680, -0.0498, 0.0882], [0.0580, -0.0158, -0.1009], [-0.4367, -0.1998, 0.1329], [0.0201, 0.0856, 0.0353], [0.0380, 0.0179, -0.0082], [-0.0220, 0.0871, 0.0836], [-0.0905, -0.1124, -0.0386], [0.0821, -0.1648, -0.2371], [-0.2058, 0.0167, 0.3133], [0.0243, 0.1506, -0.1850], [0.0232, -0.2010, -0.0169], [-0.0192, 0.0694, 0.0093], [0.0116, -0.0095, 0.0027], [-0.0164, 0.0226, -0.0153], [0.1268, -0.0809, 0.0452], [-0.0948, 0.0625, 0.1829], [0.0856, 0.1383, -0.4502], [0.1176, -0.1943, 0.2920], [0.1516, 0.0135, 0.0090], [0.0109, 0.0657, -0.0709], [-0.0772, 0.0072, 0.0050], [-0.0174, 0.0749, -0.0769], [0.4192, 0.1397, -0.1286], [-0.0637, -0.0849, 0.1540], [-0.1057, 0.2269, -0.0393], [-0.0054, -0.0126, -0.0070], [0.0172, -0.0143, 0.0007], [-0.0078, 0.0030, -0.0174], [0.0047, 0.0220, 0.0005], [-0.0282, -0.0235, 0.0206], [0.0158, 0.0056, 0.0313], [-0.0066, -0.0070, -0.0208], [-0.0086, 0.0019, -0.0017], [-0.0174, 0.0210, 0.0241], [0.0249, -0.0235, 0.0006], [-0.0038, -0.0201, -0.0146], [-0.0416, 0.0043, -0.0060], [-0.0116, 0.0110, -0.0100], [-0.0076, -0.0184, 0.0157], [-0.0114, -0.0150, -0.0014]],
  "s2": 6.061,
  "charge": 2,
  "total_energy_ha": -2507.84091,
  "e_homo_ha": [-0.53899, -0.57474],
  "homo_lumo_gap_ev": [8.92, 6.66],
  "multiplicity": 5,
  "max_force_ha_per_bohr": 0.0097
}


Entry 5:
{
  "formula": "C4H9NOS",
  "method": "the ωB97M-V functional and the def2-TZVPD basis",
  "species": ["C", "C", "O", "N", "C", "C", "S", "H", "H", "H", "H", "H", "H", "H", "H", "H"],
  "xyz": [[3.053333, 1.384894, -0.251998], [1.922981, 0.454734, -0.530814], [1.896404, -0.365040, -1.405180], [0.896006, 0.521489, 0.436927], [-0.210543, -0.452084, 0.355952], [-1.526087, 0.293210, 0.195279], [-2.851150, -0.996360, 0.565084], [3.331833, 1.184971, 0.782526], [2.690901, 2.422250, -0.194945], [3.785694, 1.371222, -1.047962], [0.518559, 1.466237, 0.455358], [-0.246582, -0.959083, 1.325720], [-0.044266, -1.181267, -0.432720], [-1.611064, 1.033241, 0.984015], [-1.696687, 0.667042, -0.809535], [-3.531842, -0.857173, -0.606664]],
  "forces_ev_per_a": [[-0.7490, 1.1157, 0.1662], [-0.8897, -0.1927, 0.6563], [0.4594, -0.5712, -0.6853], [-0.2288, 0.2492, -0.7379], [0.3107, 0.6974, 0.4398], [-0.6615, -1.7621, 0.3706], [-0.0014, 0.7691, -0.8395], [0.8056, -0.1813, -0.2916], [-0.1473, -0.1553, -0.1187], [0.4196, -0.3882, 0.3176], [0.3736, -0.0431, 0.4966], [0.0283, -0.1958, -0.2069], [0.0349, 0.1003, -0.0131], [-0.1106, 0.3770, -0.2251], [0.0815, 0.2648, 0.1143], [0.2746, -0.0839, 0.5568]],
  "charge": 0,
  "total_energy_ha": -685.98755,
  "relative_energy_kj_mol": 82.4,
  "e_homo_ha": -0.33979,
  "homo_lumo_gap_ev": 9.98,
  "smiles": "CC(=O)NCCS",
  "multiplicity": 1,
  "max_force_ha_per_bohr": 0.0373
}


Entry 6:
{
  "formula": "C11H11BrO2Sr",
  "method": "the ωB97M-V functional and the def2-TZVPD basis",
  "species": ["C", "C", "C", "H", "C", "C", "H", "H", "H", "H", "Sr", "Br", "C", "C", "C", "H", "C", "C", "H", "H", "H", "H", "O", "C", "O", "H"],
  "xyz": [[-1.312262, -0.812031, -1.894422], [-1.398186, -1.829284, -0.904517], [-2.206616, -1.332405, 0.176141], [-0.812777, -2.748898, -0.903029], [-2.595545, 0.019576, -0.149700], [-2.024160, 0.338889, -1.420819], [-2.016259, 1.322716, -1.893604], [-0.740080, -0.878351, -2.818943], [-2.198678, -1.759023, 1.193974], [-2.977071, 0.761014, 0.569469], [-0.078965, 0.046590, 0.564125], [1.040384, -2.380414, 1.832955], [2.237965, 1.293781, 0.255918], [1.362464, 2.059210, -0.616600], [1.132768, 1.284279, -1.781847], [0.764264, 2.926568, -0.314991], [1.840384, 0.038857, -1.650549], [2.514919, 0.047471, -0.394474], [2.989401, -0.826333, 0.056997], [2.335642, 1.460200, 1.345064], [0.460331, 1.532847, -2.598406], [1.784538, -0.810661, -2.335211], [-1.257625, 0.877851, 4.630297], [-1.200670, 0.573176, 3.387659], [-0.207028, 0.910482, 2.700847], [-2.002639, 0.027590, 2.906863]],
  "forces_ev_per_a": [[-0.6924, 0.1555, 0.7095], [-0.7085, 0.6702, 0.0248], [-0.1380, 0.2632, -0.4742], [-0.3693, 0.1885, 0.0452], [0.2898, -0.6538, -0.2015], [0.0008, -0.7514, 0.1313], [-0.1770, -0.3377, 0.0862], [-0.1648, 0.0771, 0.2860], [-0.3601, 0.0514, -0.7142], [-0.1559, -0.4855, -0.4533], [1.3710, -0.3145, -0.5490], [0.1308, -0.5298, 0.1639], [-0.3640, 0.0128, -0.4549], [0.4487, -0.8499, 0.4510], [0.6503, -0.6407, 0.3512], [0.5257, -0.0839, -0.2054], [-0.0901, 0.9028, 0.4807], [-0.2997, 0.6754, -0.2349], [-0.0256, 0.4547, -0.1455], [0.2876, 0.1037, -0.8049], [0.1545, 0.0306, 0.1403], [0.0975, 0.3672, 0.1798], [-1.1667, -1.0615, -2.0527], [1.6978, 1.9544, 4.0213], [-0.2067, 0.2795, -0.6014], [-0.7359, -0.4785, -0.1794]],
  "charge": -2,
  "total_energy_ha": -3181.07997,
  "relative_energy_kj_mol": 64.9,
  "e_homo_ha": -0.04330,
  "homo_lumo_gap_ev": 6.28,
  "multiplicity": 1,
  "max_force_ha_per_bohr": 0.0930
}